DFT (wB97M-V/def2-TZVPD) results for C3H4O2 in the gas phase at a distorted geometry.

Results
Orbital gap (spin up / spin down)   8.048 / 8.183 eV
HOMO (spin up / spin down)   -7.5 / -7.7 eV

Structure (ORCA input):
```
! RIJCOSX wB97M-V def2-TZVPD def2/J DEFGRID3
* xyz 0 1
C -0.85 -0.90 -0.72
C 0.49 -0.79 -0.05
C 0.52 0.60 0.23
O -1.49 -0.23 -1.42
O 0.00 1.07 1.36
H 0.49 -1.39 0.87
H 1.23 -1.01 -0.71
H 0.47 1.13 -0.78
H -0.86 1.53 1.22
*
```

These are the Löwdin partial charges, in e, on atoms 1 to 4: -0.14 -0.20 -0.28 0.09